[1]
{"formula": "C12H11ClF8N2O3", "method": "ωB97M-V/def2-TZVPD", "orbital_gap_ha": 0.42796, "smiles": "CC(=O)OC[C@@](Cl)(C#N)CC#N.FC(F)C(F)(F)COC(F)(F)C(F)F", "e_tot_ev": -56005.8521, "e_homo_ev": -11.1146, "multiplicity": 1, "charge": 0, "symbols": ["C", "C", "O", "O", "C", "C", "Cl", "C", "N", "C", "C", "N", "H", "H", "H", "H", "H", "H", "H", "C", "C", "C", "F", "F", "F", "F", "O", "C", "C", "F", "F", "F", "F", "H", "H", "H", "H"], "coordinates": [[6.5202, 2.3024, 0.0379], [5.3242, 1.3090, 0.1045], [5.4829, 0.2677, 0.6316], [4.1366, 1.7577, -0.4328], [3.4932, 0.7843, -1.2508], [1.9341, 0.7324, -1.0463], [1.1285, 0.6526, -2.6601], [1.6351, -0.6115, -0.3670], [1.4564, -1.5805, 0.1648], [1.3603, 1.8342, -0.1104], [1.4848, 3.1882, -0.7937], [1.4906, 4.2944, -0.9900], [7.3691, 1.8239, -0.4874], [6.8321, 2.5644, 1.0658], [6.1784, 3.2181, -0.4821], [3.8814, -0.2450, -1.1371], [3.6740, 1.0617, -2.3137], [0.2918, 1.6055, 0.0692], [1.9001, 1.8082, 0.8542], [-4.4886, -2.6123, 0.9081], [-4.3978, -1.4981, 1.9667], [-4.8553, -0.1075, 1.5272], [-4.1170, 0.3738, 0.5060], [-4.7198, 0.7674, 2.5548], [-3.1392, -1.4558, 2.4579], [-5.1984, -1.8760, 3.0045], [-3.2948, -2.9352, 0.2036], [-2.9673, -2.1782, -0.9174], [-1.6625, -1.4045, -0.7290], [-1.7329, -0.5657, 0.3280], [-1.4033, -0.6448, -1.8228], [-3.9978, -1.3800, -1.2598], [-2.8108, -3.0529, -1.9346], [-4.7227, -3.5248, 1.4581], [-5.3327, -2.4709, 0.2313], [-5.9073, -0.1168, 1.2281], [-0.8256, -2.0857, -0.5674]], "forces_ev_per_angstrom": [[-1.3, 0.5, -0.3], [1.8, 1.9, 0.3], [-0.6, -1.7, 0.2], [0.4, -0.7, -0.3], [-0.5, -0.2, -1.3], [0.1, -1.7, 1.2], [0.3, 0.4, 0.5], [0.8, 4.8, -2.4], [-0.7, -3.3, 1.8], [0.0, 0.4, -1.5], [-0.4, -4.2, 2.5], [0.2, 3.2, -1.1], [-0.6, 0.2, 0.3], [-0.2, -0.3, -0.5], [0.5, -0.4, 0.2], [0.0, 0.7, 0.4], [-0.2, 0.0, 0.7], [0.5, 0.3, -0.1], [-0.2, 0.2, -0.6], [-0.3, -0.8, 0.0], [0.7, -0.5, 0.0], [-0.3, 0.6, 0.2], [-0.1, -0.1, 0.2], [0.0, -0.2, 0.1], [-0.1, 0.2, -0.1], [-0.3, 0.2, -0.2], [0.2, 1.0, -0.1], [-1.0, -0.8, 0.3], [0.6, 0.1, 0.1], [-0.1, -0.1, -0.1], [-0.3, -0.2, 0.0], [0.3, 0.1, -0.3], [0.3, 0.2, 0.0], [0.2, 0.1, 0.1], [0.1, 0.3, 0.0], [0.0, -0.1, 0.0], [-0.1, -0.1, 0.0]], "nbo_charge": [-0.73, 0.81, -0.55, -0.53, -0.10, -0.10, 0.03, 0.26, -0.30, -0.50, 0.27, -0.29, 0.25, 0.25, 0.23, 0.23, 0.21, 0.28, 0.28, -0.14, 0.59, 0.52, -0.32, -0.32, -0.31, -0.33, -0.50, 0.85, 0.49, -0.32, -0.33, -0.32, -0.32, 0.23, 0.21, 0.14, 0.18]}

=====

[2]
{"formula": "C12H11ClO2", "method": "ωB97M-V/def2-TZVPD", "orbital_gap_ha": [0.19134, 0.24765], "e_tot_ev": -29232.2621, "s_squared": 2.02, "relative_energy_kj_mol": 0.00, "e_homo_ev": [-4.6284, -9.0023], "multiplicity": 3, "charge": 0, "symbols": ["C", "C", "C", "C", "C", "C", "C", "C", "C", "C", "C", "C", "O", "O", "Cl", "H", "H", "H", "H", "H", "H", "H", "H", "H", "H", "H"], "coordinates": [[-0.1363, -3.2611, 1.8324], [-1.0524, -2.8838, 0.9059], [0.7228, -2.3521, 2.4354], [-1.1565, -1.5163, 0.4733], [0.7116, -1.0779, 1.9495], [-0.2284, -0.6277, 1.0003], [0.1142, 0.5171, -1.5565], [-0.2361, 1.4255, -0.4222], [1.1384, -0.1041, -1.0196], [-0.1768, 0.7856, 0.7449], [-0.5353, 0.4027, -2.8803], [0.4544, 3.7186, -0.7599], [2.0731, -0.5705, -0.5360], [-0.5536, 2.6752, -0.7505], [-0.2057, 1.7720, 2.1975], [-0.3112, -4.3566, 2.1237], [-1.6274, -3.7638, 0.5782], [1.4003, -2.7588, 3.2370], [-1.8544, -1.0089, -0.1245], [1.3195, -0.4202, 2.3495], [-1.4728, -0.0400, -2.7680], [0.2611, 0.0156, -3.5163], [-0.8839, 1.3960, -3.0964], [0.0812, 4.7261, -1.1031], [1.1792, 3.3828, -1.3953], [0.9751, 3.9247, 0.1011]], "forces_ev_per_angstrom": [[-0.9, -2.4, 0.8], [-1.1, 0.8, -1.5], [0.9, -1.0, 0.6], [1.3, -1.4, 0.8], [-2.7, -3.1, -0.4], [0.3, 0.2, 1.3], [-1.3, 1.5, 2.0], [0.3, 0.2, -7.5], [1.4, -0.8, -2.4], [-0.7, -1.3, 7.1], [1.8, 1.5, 0.7], [-2.1, 0.9, -1.0], [1.0, -0.4, 0.6], [-1.0, 2.0, 0.8], [0.3, 0.1, -0.3], [1.1, 1.7, 0.0], [-0.4, 1.2, -0.4], [-0.6, 1.0, -0.9], [-1.3, -0.4, -1.1], [3.1, 3.2, 1.8], [-1.2, -1.9, -0.2], [-1.0, -0.2, -0.8], [0.5, 0.8, -0.8], [-0.3, -1.5, 0.1], [2.0, -0.7, -2.2], [0.6, -0.1, 2.9]], "lowdin_spin": [0.08, 0.00, 0.01, 0.11, 0.05, 0.07, 0.22, 0.34, 0.23, 0.47, 0.04, 0.03, 0.14, 0.06, 0.12, 0.00, 0.00, 0.00, 0.00, 0.00, 0.01, 0.00, 0.00, 0.00, 0.00, 0.00]}

=====

[3]
{"formula": "C12H11ClS", "method": "ωB97M-V/def2-TZVPD", "orbital_gap_ha": [0.20299, 0.23443], "e_tot_ev": -35973.7743, "s_squared": 2.03, "relative_energy_kj_mol": 0.00, "e_homo_ev": [-4.8115, -9.3097], "multiplicity": 3, "charge": 0, "symbols": ["C", "C", "C", "C", "C", "C", "C", "C", "C", "C", "C", "C", "S", "Cl", "H", "H", "H", "H", "H", "H", "H", "H", "H", "H", "H"], "coordinates": [[-3.3847, 0.9092, -0.0625], [-2.1915, 1.5247, 0.0497], [-3.4110, -0.4568, -0.1938], [-1.0132, 0.8356, 0.1985], [-2.2713, -1.1560, -0.1272], [-1.0206, -0.5074, 0.0382], [1.0602, -0.8692, -1.1598], [1.0775, -0.7024, 1.3291], [2.2115, -0.2891, -1.2452], [2.2456, -0.0557, 1.1767], [0.3163, -1.2091, 0.0929], [2.9847, 0.1316, -0.0901], [3.4362, 1.9517, -0.2739], [4.4851, -0.7968, -0.0854], [-4.3591, 1.4549, -0.2456], [-2.1535, 2.6190, 0.1203], [-4.3596, -0.9736, -0.0452], [0.0058, 1.2654, 0.3515], [-2.3972, -2.2455, -0.2229], [0.5935, -1.2581, -2.0457], [0.4299, -0.6253, 2.2529], [2.5325, 0.0113, -2.1476], [2.8562, 0.4245, 2.0172], [0.1425, -2.2960, 0.1824], [2.1843, 2.3131, 0.1354]], "forces_ev_per_angstrom": [[-7.0, -0.7, -1.3], [6.8, 4.4, 1.2], [-1.1, -1.6, 1.1], [-0.1, 3.3, -0.2], [-2.6, -3.2, -0.9], [3.2, -1.7, 0.3], [-1.8, -2.0, 0.2], [-0.6, 0.8, -0.3], [-0.3, 0.3, 1.6], [0.8, 0.3, 2.4], [0.1, 0.0, 1.0], [-0.3, 0.9, 0.1], [-0.7, -0.6, 0.5], [0.9, -0.2, 0.1], [1.4, -0.4, 0.5], [0.0, -0.4, 0.0], [0.1, 0.0, -0.7], [-1.3, 0.3, -0.1], [0.6, 0.5, 0.3], [-0.3, 0.3, -0.5], [1.3, -0.4, -0.8], [1.5, 0.7, -3.2], [-1.4, -0.9, -0.8], [0.2, 0.3, -0.1], [0.6, 0.1, -0.3]], "nbo_charge": [-0.17, -0.22, -0.22, -0.23, -0.22, 0.05, -0.12, -0.15, -0.25, -0.24, -0.35, -0.18, -0.01, -0.01, 0.20, 0.21, 0.21, 0.22, 0.21, 0.21, 0.23, 0.22, 0.23, 0.24, 0.13]}

=====

[4]
{"formula": "C12H11CuF6N2O7S3", "method": "ωB97M-V/def2-TZVPD", "orbital_gap_ha": 0.23850, "e_tot_ev": -123387.8479, "relative_energy_kj_mol": 129.99, "e_homo_ev": -1.4638, "multiplicity": 1, "charge": -2, "symbols": ["Cu", "O", "C", "O", "C", "C", "C", "C", "C", "C", "S", "H", "H", "H", "H", "C", "N", "C", "C", "O", "H", "H", "H", "H", "H", "H", "H", "F", "C", "F", "F", "S", "O", "O", "N", "S", "O", "O", "C", "F", "F", "F"], "coordinates": [[0.2850, -0.5070, 0.0154], [1.4862, -0.0200, 3.5300], [0.6388, 0.2809, 2.6820], [-0.0607, -0.5445, 2.0118], [0.3427, 1.7612, 2.4808], [-0.1033, 2.4563, 3.5944], [-0.3981, 3.8086, 3.5467], [-0.2346, 4.4907, 2.3509], [0.1973, 3.8130, 1.2292], [0.4869, 2.4431, 1.2616], [1.0671, 1.6987, -0.2088], [-0.2148, 1.9140, 4.5235], [-0.7373, 4.3206, 4.4393], [-0.4536, 5.5535, 2.2958], [0.3188, 4.3307, 0.2884], [3.2207, -0.6800, -1.6561], [3.1207, -1.0473, -0.2603], [3.8401, -0.1999, 0.6601], [1.9414, -1.5914, 0.1588], [1.1227, -2.1370, -0.6125], [4.2289, -0.9042, -2.0185], [3.0010, 0.3844, -1.7969], [2.4881, -1.2738, -2.2038], [4.9129, -0.3684, 0.5303], [3.5408, -0.4474, 1.6773], [3.6037, 0.8555, 0.4842], [1.9496, -1.8244, 1.2287], [-4.0476, 1.4221, -1.7205], [-3.9338, 0.0817, -1.6988], [-4.3125, -0.3061, -0.4909], [-4.8393, -0.3634, -2.5851], [-2.1718, -0.4164, -2.2265], [-1.5326, -0.8031, -1.0015], [-1.7153, 0.7322, -2.9371], [-2.4113, -1.6075, -3.2277], [-2.9407, -2.9245, -2.5394], [-3.3750, -3.8602, -3.5403], [-3.8424, -2.6893, -1.4523], [-1.4059, -3.7659, -1.8074], [-0.3286, -3.3187, -2.4399], [-1.4575, -5.0959, -2.0627], [-1.2785, -3.6491, -0.5014]], "forces_ev_per_angstrom": [[-0.7, 1.6, 0.1], [0.3, 0.0, 0.2], [-0.3, -0.1, -0.2], [-0.1, 0.1, 0.3], [-0.1, -0.1, 0.0], [0.0, 0.1, 0.1], [0.0, 0.0, 0.2], [-0.1, 0.2, 0.1], [0.0, 0.0, 0.1], [0.1, -0.1, -0.1], [-0.1, -0.2, -0.3], [0.1, -0.1, 0.1], [0.0, 0.0, 0.0], [0.0, 0.0, 0.0], [0.0, 0.0, -0.1], [0.0, -0.2, 0.0], [0.0, 0.3, -0.4], [0.1, 0.0, 0.1], [1.1, -1.1, 0.4], [0.4, -0.7, -0.4], [0.0, 0.1, 0.0], [0.0, 0.0, 0.0], [0.1, 0.1, -0.1], [0.1, 0.0, 0.1], [0.1, 0.0, 0.1], [0.0, -0.1, 0.0], [-0.2, 0.2, 0.2], [0.3, 0.1, 0.0], [-0.4, 0.4, -0.1], [0.3, -0.1, 0.1], [0.1, -0.1, -0.1], [-0.9, 0.9, -0.1], [-0.2, -0.1, 0.2], [0.1, 0.0, -0.2], [0.2, -0.1, 0.1], [-0.3, -1.2, -0.2], [0.3, 0.1, -0.2], [0.0, -0.2, 0.5], [0.0, -0.4, -0.4], [0.1, 0.1, 0.0], [-0.3, 0.0, 0.0], [-0.2, 0.3, 0.0]], "nbo_charge": [0.97, -0.74, 0.76, -0.85, -0.09, -0.20, -0.28, -0.23, -0.25, -0.14, -0.54, 0.20, 0.18, 0.18, 0.20, -0.43, -0.43, -0.42, 0.38, -0.70, 0.17, 0.21, 0.24, 0.16, 0.23, 0.22, 0.18, -0.33, 0.72, -0.30, -0.33, 2.26, -0.98, -0.91, -1.19, 2.23, -0.95, -0.95, 0.73, -0.31, -0.34, -0.29]}

=====

[5]
{"formula": "C12H11I", "method": "ωB97M-V/def2-TZVPD", "orbital_gap_ha": [0.25919, 0.24276], "e_tot_ev": -20717.3834, "relative_energy_kj_mol": 452.33, "e_homo_ev": [-7.2868, -7.1760], "multiplicity": 1, "charge": 0, "symbols": ["C", "C", "C", "C", "C", "C", "C", "C", "C", "C", "C", "C", "I", "H", "H", "H", "H", "H", "H", "H", "H", "H", "H", "H"], "coordinates": [[-1.8354, 2.8691, -0.0948], [-1.3244, 2.6694, -1.3136], [-1.9349, 1.9036, 0.8875], [-0.7283, 1.3363, -1.5143], [-1.6292, 0.5959, 0.6057], [-1.0827, 0.3263, -0.6522], [1.3287, -2.6366, -0.8194], [0.0401, -2.1609, -1.1635], [2.2000, -2.0014, -0.0209], [-0.4034, -0.9130, -0.9054], [1.9550, -0.7666, 0.6185], [1.0366, -0.7481, 1.7953], [3.7310, 0.5113, 0.4764], [-2.2436, 3.8694, 0.1337], [-1.2367, 3.3664, -2.1081], [-2.3261, 2.0955, 1.8604], [-0.1286, 1.1924, -2.5056], [-1.7431, -0.2423, 1.3178], [1.4827, -3.5277, -1.3284], [-0.7052, -2.8974, -1.5039], [3.2845, -2.1934, -0.1146], [1.4490, -1.3022, 2.6512], [0.2413, -1.5190, 1.6103], [0.5724, 0.1729, 2.0880]], "forces_ev_per_angstrom": [[-1.6, 2.8, 1.3], [2.4, -4.1, -1.1], [-0.2, -1.5, 0.3], [-1.0, 3.5, -3.1], [-0.5, -0.2, 0.6], [2.8, -2.5, -0.6], [-0.2, 0.2, 0.4], [-2.9, 2.7, 0.9], [1.7, 0.4, -1.2], [0.3, -1.1, 0.3], [0.1, 0.6, 0.5], [-0.5, -1.9, 0.1], [-1.2, -0.4, 0.4], [0.3, -0.5, 0.0], [0.0, 0.8, -0.2], [-0.2, 0.5, 0.4], [-1.2, -0.1, 2.2], [-0.1, 0.8, -0.4], [1.2, -1.7, -0.5], [0.4, 0.2, -0.3], [-0.7, -0.7, 0.1], [0.7, 0.8, 0.2], [0.2, 0.9, -0.5], [0.1, 0.5, 0.1]], "nbo_charge": [-0.22, -0.20, -0.20, -0.15, -0.19, -0.21, -0.19, -0.36, -0.31, 0.21, -0.02, -0.71, 0.09, 0.21, 0.22, 0.22, 0.23, 0.23, 0.21, 0.23, 0.23, 0.23, 0.24, 0.23]}

=====

[6]
{"formula": "C12H11N2O3V", "method": "ωB97M-V/def2-TZVPD", "orbital_gap_ha": [0.20413, 0.19705], "e_tot_ev": -47380.5228, "e_homo_ev": [-24.5110, -24.4803], "multiplicity": 1, "charge": 4, "symbols": ["V", "O", "C", "C", "C", "C", "C", "C", "N", "H", "H", "H", "H", "H", "H", "H", "O", "C", "O", "C", "C", "C", "C", "C", "N", "H", "H", "H", "H"], "coordinates": [[-0.0352, 0.8162, 1.2567], [-1.9136, 0.1526, 0.9430], [-1.8093, -1.1799, 0.4946], [-0.5735, -1.8093, 1.1634], [-0.3593, -3.1991, 1.1171], [0.9259, -3.7106, 1.4487], [1.8162, -2.8543, 2.0605], [1.5092, -1.4580, 2.2533], [0.3488, -0.9749, 1.6751], [-2.7835, 0.4683, 1.2050], [-1.7874, -1.2780, -0.5950], [-2.6887, -1.7477, 0.8245], [-1.1821, -3.8025, 0.7466], [1.0283, -4.7600, 1.2512], [2.7413, -3.1454, 2.4349], [2.0399, -0.7396, 2.9669], [0.5532, 4.2816, 1.1852], [0.6579, 3.6804, 0.2361], [0.7238, 1.7443, 2.2361], [0.5800, 2.7900, -1.0424], [0.5172, 3.3373, -2.3511], [-0.0360, 2.5137, -3.3852], [-0.2948, 1.2306, -3.0909], [-0.0507, 0.6646, -1.8108], [0.2951, 1.4413, -0.7930], [0.9234, 4.3407, -2.4936], [-0.2537, 2.9500, -4.3796], [-0.6670, 0.6407, -3.8899], [-0.2255, -0.3930, -1.6677]], "forces_ev_per_angstrom": [[0.7, -0.1, -0.1], [1.6, 2.1, 0.5], [-0.1, -2.7, 0.6], [-1.3, -2.2, -1.4], [0.0, 2.0, -0.1], [-2.0, 0.6, -0.2], [-0.6, 3.4, 0.2], [0.6, -1.5, 0.9], [0.9, 1.3, 0.3], [-0.9, 0.1, 0.2], [0.0, 0.4, 0.1], [0.0, 0.1, 0.0], [0.2, -0.3, 0.0], [0.8, -0.5, 0.2], [1.5, -0.8, 0.7], [-0.3, -1.2, -1.3], [0.4, -1.0, -2.1], [-0.1, 0.0, -1.0], [-1.4, -1.6, -1.5], [-0.5, 0.8, 0.2], [0.3, -0.3, 1.7], [0.8, 2.5, 0.3], [0.1, -1.5, 0.6], [-0.4, 0.8, -1.2], [0.1, 0.8, 2.4], [-0.5, 0.0, -0.3], [0.3, -0.3, 0.6], [-0.4, -1.0, -0.4], [0.2, 0.0, 0.2]], "nbo_charge": [1.65, -0.69, -0.14, 0.15, -0.12, 0.03, -0.16, 0.12, -0.43, 0.60, 0.25, 0.31, 0.30, 0.31, 0.31, 0.31, -0.12, 0.90, -0.18, -0.01, -0.03, -0.05, -0.15, 0.13, -0.50, 0.32, 0.34, 0.31, 0.25]}